Computed, not measured: C22H42BrN7ORu as an isolated structure in a non-equilibrium geometry, with ωB97M-V/def2-TZVPD.

Its expectation value of S² is 0.76. The energy relative to the best compared isomer or geometry (same formula, charge and spin) comes out at 111.16 kJ/mol. The molar mass comes out at 601.600 g mol⁻¹. The calculation puts the total energy at -3989.96729 hartree. The value obtained for the orbital gap (spin up / spin down) is 3.2 / 3.2 eV. The LUMO energy (spin up / spin down) comes out at -11.64 / -11.62 eV.

ORCA input file:
```
! RIJCOSX wB97M-V def2-TZVPD def2/J DEFGRID3
* xyz 3 2
Ru -1.006 0.264 -0.156
C 0.707 -1.345 2.632
C -0.593 -1.870 2.008
N -0.584 -1.747 0.525
C -1.494 -2.703 -0.161
C -1.555 -2.326 -1.625
N -1.758 -0.859 -1.773
C -3.142 -0.326 -1.668
C -3.613 1.858 -0.300
C -3.020 2.485 0.949
N -1.582 2.132 1.006
C -1.036 2.020 2.368
C 0.453 1.809 2.225
N 0.725 0.748 1.207
C 1.501 -0.399 1.746
H 1.367 -2.185 2.851
H 0.487 -0.888 3.597
H -1.458 -1.314 2.362
H -0.739 -2.921 2.269
H 0.359 -1.975 0.210
H -2.470 -2.639 0.314
H -1.130 -3.726 -0.049
H -2.336 -2.874 -2.155
H -0.601 -2.556 -2.104
H -1.352 -0.559 -2.654
H -3.891 -1.122 -1.690
H -3.312 0.363 -2.494
H -5.505 2.826 -0.050
H -3.260 2.402 -1.179
H -3.496 2.089 1.847
H -3.151 3.568 0.962
H -1.061 2.847 0.498
H -1.518 1.170 2.856
H -1.245 2.916 2.958
H 0.913 1.547 3.177
H 0.918 2.736 1.885
H 1.343 1.161 0.508
H 2.359 -0.011 2.301
H 1.919 -0.926 0.887
C -6.345 -0.871 2.329
C -5.395 -0.109 1.437
C -5.837 0.865 0.616
C -5.140 1.823 -0.300
C -3.071 0.459 -0.371
Br -0.348 1.947 -1.834
N -3.028 -0.279 0.780
C -3.999 -0.500 1.589
H -7.365 -0.518 2.204
H -6.075 -0.746 3.379
H -6.329 -1.940 2.109
H -6.912 1.021 0.626
H -5.518 1.656 -1.314
H -3.758 -1.078 2.481
C 3.392 2.308 -2.366
N 3.920 1.048 -2.795
C 4.866 1.035 -3.895
C 5.875 -0.076 -3.689
C 5.135 -1.389 -3.578
N 3.992 -1.290 -2.650
C 3.493 -2.562 -2.142
C 3.443 -0.167 -2.175
O 2.586 -0.096 -1.306
H 4.224 2.931 -2.016
H 2.642 2.163 -1.600
H 2.960 2.818 -3.235
H 5.311 2.026 -3.973
H 4.277 0.863 -4.810
H 6.472 0.119 -2.797
H 6.554 -0.103 -4.539
H 5.790 -2.168 -3.190
H 4.757 -1.719 -4.549
H 4.108 -2.903 -1.307
H 3.541 -3.299 -2.942
H 2.465 -2.444 -1.812
*
```

***

Computed, not measured: a 16-piece molecular cluster, C22H42Cl30N3O5PS overall in a non-equilibrium geometry, with ωB97M-V/def2-TZVPD.

The molar mass comes out at 1555.225 g mol⁻¹. The calculation puts the total energy at -15948.74152 hartree. The value obtained for the orbital gap is 6.2 eV. The LUMO energy comes out at -1.36 eV.

ORCA input file:
```
! RIJCOSX wB97M-V def2-TZVPD def2/J DEFGRID3
* xyz 0 1
C 2.914 1.050 -3.645
C 1.777 0.398 -2.879
C 1.568 0.858 -1.317
C 0.384 1.989 -0.975
O -0.368 2.703 -1.825
O 0.353 1.947 0.525
C 1.071 0.774 1.100
N 0.504 0.115 2.349
P 2.690 1.545 1.759
N 2.606 3.313 1.410
O 4.103 0.992 0.903
C 1.100 -0.239 -0.190
S -0.725 -0.498 -0.567
C 1.852 -1.692 -0.086
O 0.887 -2.698 -0.641
N 1.244 -2.977 -1.906
O 0.261 -2.951 -2.664
H 2.748 2.069 -4.197
H 3.969 0.534 -3.656
H 1.077 -0.409 -3.404
H 2.540 1.508 -1.127
H 0.456 0.909 3.055
H 1.316 -0.468 2.715
H 2.485 3.459 0.377
H 1.771 3.749 1.901
H 4.538 1.764 0.399
H -1.489 -0.347 0.620
H 1.993 -1.974 1.057
H 2.828 -1.797 -0.722
C -2.085 2.199 4.730
Cl -0.481 2.687 4.170
Cl -2.495 2.995 6.255
H -2.825 2.475 3.975
H -2.096 1.117 4.880
C -0.171 1.944 -5.635
Cl 0.273 0.406 -6.383
Cl 1.129 3.130 -5.798
H -1.069 2.331 -6.123
H -0.371 1.779 -4.573
C 4.061 -0.317 5.502
Cl 2.783 -0.361 4.281
Cl 4.518 1.347 5.884
H 3.702 -0.805 6.411
H 4.936 -0.847 5.120
C -1.640 -5.211 -0.979
Cl -2.793 -6.209 -1.873
Cl -2.353 -4.603 0.520
H -0.761 -5.814 -0.737
H -1.345 -4.363 -1.602
C -2.764 -2.587 -4.625
Cl -4.042 -2.631 -5.846
Cl -2.307 -0.922 -4.243
H -3.123 -3.075 -3.716
H -1.888 -3.117 -5.008
C -0.915 1.339 -10.062
Cl -2.243 1.567 -8.918
Cl -0.161 2.883 -10.478
H -0.164 0.687 -9.610
H -1.304 0.877 -10.972
C 5.491 4.976 2.742
Cl 4.043 5.193 3.732
Cl 5.901 3.264 2.581
H 5.309 5.394 1.749
H 6.327 5.499 3.214
C 0.140 5.426 6.839
Cl 0.266 4.404 8.275
Cl 1.353 4.981 5.633
H -0.855 5.307 6.404
H 0.294 6.469 7.130
C -5.518 4.684 4.782
Cl -5.074 3.145 4.033
Cl -4.218 5.869 4.619
H -6.416 5.070 4.293
H -5.718 4.518 5.843
C -2.793 -9.987 -2.448
Cl -2.667 -11.010 -1.011
Cl -1.580 -10.433 -3.654
H -3.788 -10.106 -2.883
H -2.639 -8.945 -2.157
C -7.142 -4.010 -4.929
Cl -8.649 -3.086 -4.948
Cl -6.656 -4.400 -3.274
H -7.287 -4.939 -5.485
H -6.355 -3.416 -5.400
C -3.081 -5.562 3.905
Cl -3.103 -6.612 5.326
Cl -2.167 -4.082 4.222
H -2.614 -6.097 3.074
H -4.108 -5.296 3.642
C -2.331 -8.150 -6.932
Cl -0.726 -7.662 -7.492
Cl -2.741 -7.355 -5.407
H -3.070 -7.874 -7.687
H -2.342 -9.232 -6.782
C 0.472 8.969 8.850
Cl 0.817 8.099 10.350
Cl -1.021 8.386 8.106
H 0.367 10.033 9.072
H 1.300 8.817 8.153
C 8.931 3.422 0.100
Cl 7.226 3.653 -0.306
Cl 9.183 3.490 1.849
H 9.256 2.446 -0.269
H 9.520 4.211 -0.375
*
```

***

Computed, not measured: C22H43CeN2P3S as an isolated structure in a non-equilibrium geometry, with ωB97M-V/def2-TZVPD.

Its expectation value of S² is 0.75. The energy relative to the best compared isomer or geometry (same formula, charge and spin) comes out at 139.26 kJ/mol. The molar mass comes out at 600.705 g mol⁻¹. The calculation puts the total energy at -2869.95279 hartree. The value obtained for the orbital gap (spin up / spin down) is 6.6 / 6.6 eV. The LUMO energy (spin up / spin down) comes out at -9.58 / -9.57 eV.

ORCA input file:
```
! RIJCOSX wB97M-V def2-TZVPD def2/J DEFGRID3
* xyz 3 2
Ce 0.057 -0.774 -1.445
P -0.697 1.454 0.850
P -2.792 -1.152 -0.927
P 2.664 0.846 -0.726
H 0.767 -2.168 -5.959
C 1.604 -2.191 -5.300
C 1.879 -3.542 -4.646
H 0.907 -4.047 -4.515
C -1.020 3.034 -0.044
C -2.191 1.328 1.925
C 0.534 1.959 2.128
C -3.395 -2.573 -1.953
C -4.037 -1.223 0.439
C -3.367 0.286 -1.891
C 4.084 0.461 -1.806
C 3.552 0.824 0.872
C 2.549 2.660 -1.035
H 2.475 -1.780 -5.794
H 2.617 -4.216 -5.117
H -1.399 3.787 0.663
H -1.770 2.843 -0.828
H -0.085 3.382 -0.508
H -2.177 2.164 2.648
H -2.157 0.371 2.475
H -3.103 1.374 1.306
H 0.015 2.409 2.991
H 1.253 2.683 1.712
H 1.065 1.055 2.465
H -4.493 -2.673 -1.836
H -2.914 -3.491 -1.567
H -3.148 -2.492 -3.028
H -4.939 -0.646 0.177
H -3.645 -0.819 1.383
H -4.328 -2.268 0.630
H -4.407 0.098 -2.189
H -2.754 0.408 -2.795
H -3.313 1.219 -1.313
H 4.812 1.272 -1.681
H 3.794 0.380 -2.856
H 4.515 -0.493 -1.488
H 4.538 1.273 0.702
H 3.670 -0.215 1.203
H 3.018 1.392 1.640
H 3.559 2.999 -1.308
H 2.205 3.204 -0.142
H 1.862 2.841 -1.877
C 1.189 -1.510 -4.033
C 1.125 -0.058 -3.825
C 0.009 0.588 -4.373
C -1.052 -0.191 -4.882
C -1.209 -1.514 -4.456
C -0.203 -2.080 -3.605
S 2.849 -2.699 -3.260
H 3.898 -2.391 -4.118
H 1.893 0.558 -3.341
H 0.089 1.666 -4.579
H -1.789 0.225 -5.573
H -2.133 -2.050 -4.699
H -0.393 -3.122 -3.190
N 1.460 -3.090 4.691
C 1.125 -2.704 3.442
C 2.096 -2.565 2.432
C 1.716 -2.160 1.147
N 0.420 -1.825 0.834
C -0.530 -2.032 1.798
C -0.220 -2.455 3.086
H 2.407 -3.283 4.965
H 0.778 -3.209 5.413
H 3.141 -2.797 2.637
H 2.436 -2.120 0.301
H -1.567 -1.879 1.483
H -1.013 -2.600 3.816
*
```